(1)
Computed, not measured: 2 unconnected molecules or ions with the total composition C4H4NOS, with ωB97M-V with the def2-TZVPD basis set.

Relative energy (zero: lowest compared OMol25 entry of this formula, charge and spin): 1.4428 eV
Kohn-Sham gap: 6.9 eV
LUMO: 0.124 hartree
Net charge: -1

Element x y z (Å)
C 2.549 0.589 -0.076
C -2.630 0.402 0.370
C 0.769 -1.041 0.042
C 1.383 -0.025 -0.549
N 3.518 1.091 0.255
O -2.768 -0.641 -0.311
S -2.353 1.953 -0.169
H -0.110 -1.613 -0.390
H -2.717 0.208 1.433
H 1.378 -1.507 0.749
H 0.980 0.583 -1.356

(2)
Computed, not measured: a molecular structure, C14H28BCl14F4Sn, with ωB97M-V with the def2-TZVPD basis set.

Kohn-Sham gap: 1.2 eV
LUMO: -0.386 hartree
Net charge: +1

Element x y z (Å)
Sn -2.934 1.167 7.000
B -1.011 -0.877 2.535
F -2.016 -1.760 2.997
F -0.178 -1.340 1.479
F -1.667 0.293 2.265
F -0.178 -0.687 3.649
Cl 0.526 -6.405 -3.629
C 0.729 -5.253 -4.988
C 0.230 -3.913 -4.602
Cl 0.536 -2.656 -5.883
H 0.088 -5.613 -5.793
H 1.744 -5.249 -5.383
H 0.725 -3.483 -3.731
H -0.806 -3.759 -4.298
Cl 5.522 -4.450 1.993
C 5.222 -3.434 0.581
C 6.477 -3.789 -0.350
Cl 6.318 -2.944 -1.888
H 5.278 -2.391 0.890
H 4.231 -3.634 0.174
H 6.670 -4.856 -0.468
H 7.399 -3.346 0.027
Cl -3.808 5.318 2.724
C -2.447 6.104 1.797
C -1.505 6.841 2.731
Cl -0.433 5.830 3.658
H -2.856 6.731 1.004
H -2.006 5.332 1.167
H -2.070 7.427 3.456
H -0.844 7.540 2.217
Cl 3.614 2.235 6.933
C 5.093 2.289 5.971
C 6.039 3.350 6.487
Cl 7.721 3.132 5.883
H 4.788 2.392 4.930
H 5.619 1.340 6.065
H 6.091 3.262 7.572
H 5.859 4.393 6.224
Cl -6.532 -5.970 0.282
C -5.192 -5.465 -0.746
C -5.354 -6.055 -2.203
Cl -6.754 -5.371 -3.035
H -4.284 -5.881 -0.311
H -5.111 -4.378 -0.737
H -5.635 -7.106 -2.136
H -4.433 -5.859 -2.753
Cl 3.404 3.727 -0.836
C 3.151 2.607 -2.243
C 3.138 3.493 -3.457
Cl 1.616 4.452 -3.597
H 2.159 2.157 -2.211
H 3.923 1.844 -2.153
H 3.267 2.835 -4.316
H 3.954 4.216 -3.480
Cl -5.276 0.821 -3.322
C -6.311 1.224 -1.884
C -7.159 2.552 -2.259
Cl -6.152 3.933 -2.707
H -5.613 1.425 -1.072
H -6.949 0.362 -1.691
H -7.774 2.918 -1.437
H -7.844 2.378 -3.089

(3)
Computed, not measured: a molecular structure, C21H17AgN6O4S, with ωB97M-V with the def2-TZVPD basis set.

Relative energy (zero: lowest compared OMol25 entry of this formula, charge and spin): 0.2996 eV
Kohn-Sham gap: 5.7 eV
LUMO: 0.154 hartree
Net charge: -2

Element x y z (Å)
Ag 1.483 0.088 0.186
C 6.309 0.481 -0.075
C 6.451 1.784 -0.590
C 5.321 2.564 -0.723
C 4.026 2.079 -0.257
N 3.957 0.840 0.223
C 5.062 0.102 0.355
C 2.777 2.901 -0.374
C 2.776 4.283 -0.357
C 1.596 5.010 -0.476
C 0.391 4.304 -0.601
C 0.458 2.932 -0.562
N 1.598 2.230 -0.483
H 7.166 -0.198 0.021
H 7.422 2.245 -0.867
H 5.350 3.506 -1.204
H 4.857 -0.855 0.840
H 3.710 4.796 -0.182
H 1.631 6.085 -0.687
H -0.569 4.852 -0.528
H -0.464 2.311 -0.583
C -6.439 -3.931 0.056
C -5.367 -2.872 -0.113
C -3.997 -3.174 -0.073
C -3.049 -2.148 -0.186
C -3.439 -0.865 -0.404
C -4.811 -0.501 -0.302
C -5.737 -1.523 -0.200
S -2.073 0.204 -0.820
O -2.607 1.568 -0.978
O -1.557 -0.439 -2.007
N -1.045 0.191 0.295
C -1.192 -0.057 1.745
C -0.330 0.904 2.584
O -0.755 1.240 3.689
O 0.860 1.055 2.153
H -6.399 -4.607 -0.828
H -7.415 -3.458 0.153
H -6.250 -4.483 0.955
H -3.683 -4.210 0.027
H -1.977 -2.387 -0.132
H -5.096 0.540 -0.334
H -6.796 -1.221 -0.138
H -0.692 -1.013 1.946
H -2.281 -0.101 1.966
N 2.158 -1.948 -0.603
C 1.981 -3.125 -0.598
N 1.482 -4.325 -0.573
C 2.265 -5.330 -0.236
N 2.933 -6.328 -0.123

(4)
Computed, not measured: a molecular structure, C24H15BBrF4O2PRu, with ωB97M-V with the def2-TZVPD basis set.

Multiplicity: 5
Kohn-Sham gap (alpha / beta): 7.6 / 3.8 eV
LUMO (alpha / beta): -0.245 / -0.385 hartree
Net charge: +2
<S²>: 6.05

Element x y z (Å)
Ru -1.262 -0.291 0.017
F 2.833 5.652 -0.048
C 2.479 4.360 -0.023
C 3.443 3.376 0.038
F 4.741 3.712 0.080
C 3.073 2.034 0.068
F 4.062 1.134 0.168
C 1.720 1.625 0.026
P 1.295 -0.178 0.017
C 2.174 -0.737 -1.474
C 1.445 -0.761 -2.678
C 2.039 -1.159 -3.879
C 3.376 -1.543 -3.899
C 4.116 -1.526 -2.721
C 3.519 -1.126 -1.520
C 2.145 -0.844 1.478
C 2.630 -2.161 1.509
C 3.234 -2.685 2.657
C 3.336 -1.912 3.809
C 2.823 -0.620 3.818
C 2.225 -0.097 2.668
C 0.745 2.657 -0.011
Br -1.150 2.366 0.017
C 1.139 4.006 -0.041
F 0.221 4.984 -0.080
H 0.396 -0.468 -2.696
H 1.456 -1.169 -4.796
H 3.842 -1.852 -4.831
H 5.163 -1.819 -2.731
H 4.137 -1.112 -0.626
H 2.538 -2.807 0.638
H 3.614 -3.704 2.651
H 3.798 -2.322 4.703
H 2.876 -0.020 4.723
H 1.805 0.904 2.730
O -4.380 -1.327 -0.547
B -3.546 -0.291 0.017
O -4.380 0.745 0.581
C -5.626 0.313 0.346
C -6.812 0.953 0.694
C -8.026 0.329 0.355
C -8.026 -0.911 -0.320
C -6.812 -1.534 -0.660
C -5.626 -0.895 -0.312
H -6.799 1.904 1.212
H -8.964 0.803 0.613
H -8.964 -1.385 -0.578
H -6.799 -2.485 -1.178
H -1.262 -2.118 0.017